Molecular formula: C43H43As2N2STi
Method: DFT, ωB97M-V/def2-TZVPD

Structure (XYZ):
```
92
Properties=species:S:1:pos:R:3
Ti -0.07 0.20 0.01
C 3.27 3.98 2.63
C 3.05 3.47 4.05
C 4.39 2.96 4.60
C 2.58 4.65 4.92
C 2.03 2.34 4.11
C 1.64 1.82 5.36
C 0.71 0.80 5.47
C 0.17 0.27 4.31
S -0.98 -1.02 4.12
C -0.86 -0.87 2.40
N -0.06 0.10 1.99
C 0.55 0.75 3.06
C 1.47 1.79 2.96
C -1.38 -1.83 1.44
C -2.16 -2.92 1.83
C -2.41 -3.93 0.93
C -1.83 -3.89 -0.34
C -1.07 -2.79 -0.72
C -0.87 -1.69 0.12
H 3.97 4.81 2.64
H 2.33 4.34 2.18
H 3.69 3.20 1.98
H 5.14 3.76 4.55
H 4.76 2.11 4.02
H 4.30 2.65 5.64
H 3.29 5.47 4.84
H 2.50 4.38 5.97
H 1.60 5.01 4.58
H 2.07 2.23 6.26
H 0.43 0.42 6.45
H 1.74 2.16 1.98
H -2.54 -2.98 2.84
H -3.02 -4.78 1.22
H -1.99 -4.71 -1.03
H -0.64 -2.80 -1.71
C -0.21 2.97 -1.43
C 0.73 1.78 -1.62
As 0.05 0.18 -2.76
C -1.83 -0.56 -2.82
C -2.94 -0.57 -2.00
C -4.07 -1.31 -2.35
C -4.09 -2.06 -3.51
C -2.97 -2.07 -4.33
C -1.86 -1.32 -3.99
C -0.39 1.40 -4.24
C 0.56 1.66 -5.22
C 0.28 2.54 -6.26
C -0.96 3.16 -6.33
C -1.91 2.91 -5.34
C -1.63 2.04 -4.31
As -1.76 2.27 -0.45
C -1.63 3.03 1.34
C -2.35 2.34 2.32
C -2.38 2.80 3.63
C -1.70 3.96 3.97
C -1.01 4.67 3.00
C -0.97 4.20 1.69
C -3.16 3.40 -1.19
C -4.33 2.82 -1.67
C -5.31 3.62 -2.24
C -5.12 4.99 -2.33
C -3.95 5.57 -1.85
C -2.97 4.78 -1.28
H -0.55 3.32 -2.40
H 0.27 3.80 -0.92
H 1.12 1.47 -0.62
H 1.61 2.04 -2.19
H -2.96 -0.05 -1.06
H -4.92 -1.30 -1.68
H -4.96 -2.65 -3.76
H -2.96 -2.66 -5.24
H -0.99 -1.33 -4.64
H 1.53 1.17 -5.17
H 1.02 2.73 -7.03
H -1.19 3.83 -7.14
H -2.88 3.40 -5.39
H -2.38 1.84 -3.56
H -2.88 1.44 2.05
H -2.94 2.25 4.38
H -1.72 4.32 4.99
H -0.51 5.59 3.25
H -0.42 4.77 0.94
H -4.47 1.75 -1.60
H -6.22 3.17 -2.62
H -5.89 5.62 -2.78
H -3.81 6.64 -1.93
H -2.06 5.23 -0.90
N 2.00 -0.78 0.09
H 2.72 -0.32 0.64
H 2.41 -1.01 -0.81
H 1.79 -1.66 0.54
```

Results
spin multiplicity = 3
total energy = -203890.4634 eV
energy above the lowest of the compared OMol25 structures with the same formula, charge and spin = 48.1 kcal/mol
Kohn-Sham gap (alpha / beta) = 6.6 / 8.1 eV
total charge = +1

---

Molecular formula: C43H43AsN10O3RbS
Method: DFT, ωB97M-V/def2-TZVPD

Structure (XYZ):
```
102
Properties=species:S:1:pos:R:3
Rb 0.43 -0.64 0.05
C 0.01 1.57 -7.61
C -0.48 1.03 -6.29
C -1.47 0.06 -6.23
C -1.93 -0.41 -5.02
C -1.42 0.04 -3.78
N -1.81 -0.52 -2.62
C -3.09 -0.88 -2.48
C -4.15 -0.04 -2.90
C -5.47 -0.37 -2.72
C -5.84 -1.56 -2.10
C -7.29 -1.87 -1.88
C -4.83 -2.42 -1.70
C -3.49 -2.10 -1.88
N -2.56 -3.10 -1.55
C -2.58 -4.35 -2.04
C -1.56 -5.05 -1.43
C -0.97 -4.12 -0.56
N -1.59 -2.95 -0.65
C -0.40 1.02 -3.87
C 0.04 1.49 -5.10
N 0.14 1.66 -2.73
C -0.33 2.79 -2.19
C 0.59 3.22 -1.26
C 1.60 2.26 -1.32
N 1.32 1.33 -2.21
H -0.64 1.25 -8.42
H 1.02 1.23 -7.81
H 0.03 2.66 -7.59
H -1.88 -0.34 -7.15
H -2.71 -1.16 -5.00
H -3.89 0.90 -3.38
H -6.24 0.31 -3.06
H -7.91 -1.15 -2.42
H -7.55 -1.80 -0.82
H -7.53 -2.88 -2.22
H -5.08 -3.37 -1.26
H -3.28 -4.65 -2.80
H -1.29 -6.07 -1.57
H -0.16 -4.24 0.12
H 0.80 2.26 -5.10
H -1.27 3.22 -2.50
H 0.53 4.11 -0.66
H 2.54 2.24 -0.79
N -0.57 -3.38 3.00
N 0.19 -2.27 3.42
C 1.22 -1.82 2.59
O 1.70 -0.69 2.92
O 1.63 -2.52 1.67
H -1.13 -3.16 2.17
H -1.21 -3.61 3.76
H -0.35 -1.46 3.76
C 7.22 -1.65 -3.02
C 6.64 -2.08 -1.67
C 5.18 -2.31 -1.77
N 4.28 -1.43 -1.56
N 3.03 -1.83 -1.74
C 2.93 -3.07 -2.09
N 1.78 -3.69 -2.40
S 4.49 -3.87 -2.25
H 8.29 -1.47 -2.92
H 6.74 -0.74 -3.35
H 7.06 -2.43 -3.77
H 6.81 -1.29 -0.94
H 7.13 -2.99 -1.33
H 0.94 -3.20 -2.12
H 1.75 -4.70 -2.33
O -0.62 0.41 1.98
As 0.29 1.14 3.11
C -0.75 2.84 3.30
C -1.12 3.41 2.09
C -1.95 4.52 2.04
C -2.44 5.06 3.22
C -2.07 4.50 4.43
C -1.22 3.41 4.47
C 2.02 2.01 2.95
C 2.26 2.96 3.93
C 3.46 3.65 3.98
C 4.43 3.38 3.03
C 4.20 2.44 2.04
C 3.00 1.75 2.01
C 0.06 0.53 4.95
C -1.24 0.28 5.37
C -1.49 -0.23 6.63
C -0.42 -0.48 7.49
C 0.88 -0.24 7.07
C 1.12 0.27 5.80
H -0.76 2.95 1.17
H -2.24 4.95 1.09
H -3.13 5.89 3.18
H -2.47 4.91 5.35
H -0.94 2.98 5.43
H 1.50 3.15 4.69
H 3.64 4.39 4.74
H 5.38 3.90 3.07
H 4.97 2.22 1.32
H 2.85 0.95 1.29
H -2.05 0.48 4.67
H -2.50 -0.43 6.96
H -0.60 -0.87 8.48
H 1.70 -0.45 7.73
H 2.13 0.44 5.45
```

Results
total energy = -138662.3681 eV
energy above the lowest of the compared OMol25 structures with the same formula, charge and spin = 6.1 kcal/mol
Kohn-Sham gap = 5.8 eV
total charge = -1

---

Molecular formula: C43H43BrCdN6O2S
Method: DFT, ωB97M-V/def2-TZVPD

Structure (XYZ):
```
97
Properties=species:S:1:pos:R:3
Cd -0.32 0.74 0.06
C -1.46 -5.32 -2.73
C -0.67 -4.48 -3.52
C 0.05 -3.44 -2.94
C -0.02 -3.18 -1.57
C -0.82 -4.02 -0.79
C -1.53 -5.08 -1.36
N 0.61 -2.08 -0.95
C 1.91 -2.05 -0.78
C 2.83 -2.95 -1.46
C 4.17 -2.81 -1.32
C 4.76 -1.79 -0.49
C 3.95 -0.98 0.24
C 2.54 -1.11 0.16
N 1.70 -0.47 0.99
N 2.26 0.09 1.97
C 1.42 0.89 2.76
C 1.86 1.13 4.07
C 1.13 1.97 4.89
C -0.03 2.58 4.41
C -0.39 2.29 3.11
N 0.31 1.47 2.30
H -2.03 -6.13 -3.18
H -0.60 -4.65 -4.59
H 0.67 -2.79 -3.56
H -0.90 -3.81 0.27
H -2.16 -5.70 -0.73
H 2.42 -3.71 -2.11
H 4.83 -3.48 -1.87
H 5.84 -1.67 -0.45
H 4.35 -0.23 0.90
H 2.76 0.63 4.41
H 1.45 2.15 5.91
H -0.63 3.24 5.02
H -1.28 2.73 2.67
N -0.85 0.27 -2.54
C -0.06 0.26 -3.69
C -0.69 -0.05 -4.90
C 0.01 -0.22 -6.08
C 1.40 -0.09 -6.05
C 2.01 0.29 -4.87
C 1.32 0.56 -3.67
C 2.05 1.26 -2.52
C 3.32 1.80 -2.85
C 4.08 2.54 -1.97
C 3.55 2.85 -0.72
C 2.29 2.36 -0.40
C 1.52 1.52 -1.22
H -0.48 -0.37 -1.84
H -1.81 0.07 -2.71
H -1.77 -0.20 -4.88
H -0.51 -0.49 -7.00
H 2.00 -0.28 -6.93
H 3.09 0.38 -4.89
H 3.73 1.68 -3.85
H 5.07 2.89 -2.26
H 4.11 3.45 0.00
H 1.90 2.65 0.58
C -7.37 -2.84 3.84
C -7.23 -2.62 2.33
C -8.24 -1.53 1.92
C -7.60 -3.93 1.63
C -5.81 -2.18 1.94
C -5.47 -1.98 0.60
C -4.21 -1.55 0.25
Br -3.86 -1.35 -1.62
C -3.14 -1.26 1.18
O -2.00 -0.80 0.82
C -3.48 -1.57 2.54
C -4.78 -1.98 2.86
C -2.49 -1.47 3.74
C -2.92 -0.33 4.67
C -2.51 -2.80 4.53
C -1.02 -1.22 3.34
H -8.40 -3.13 4.08
H -7.14 -1.92 4.40
H -6.70 -3.63 4.19
H -9.27 -1.83 2.18
H -8.19 -1.35 0.84
H -8.01 -0.58 2.42
H -8.61 -4.25 1.90
H -6.89 -4.72 1.90
H -7.56 -3.82 0.54
H -6.19 -2.15 -0.19
H -5.00 -2.16 3.91
H -3.97 -0.43 4.97
H -2.80 0.64 4.16
H -2.30 -0.31 5.58
H -3.44 -2.92 5.11
H -1.67 -2.83 5.23
H -2.43 -3.65 3.84
H -0.91 -0.30 2.80
H -0.64 -2.02 2.70
H -0.41 -1.19 4.26
O -1.69 5.02 -0.50
S -0.96 3.79 -0.18
N -1.65 2.49 -0.22
```

Results
total energy = -143766.5809 eV
energy above the lowest of the compared OMol25 structures with the same formula, charge and spin = 65.6 kcal/mol
Kohn-Sham gap = 5.9 eV
total charge = -2

---

Molecular formula: C43H43I2N7OSbTi
Method: DFT, ωB97M-V/def2-TZVPD

Structure (XYZ):
```
98
Properties=species:S:1:pos:R:3
Ti -1.54 0.67 -0.23
I -1.48 -6.35 -3.36
C -1.70 -4.65 -2.17
C -2.97 -4.20 -1.85
C -3.10 -3.04 -1.10
I -5.00 -2.30 -0.65
C -1.99 -2.30 -0.67
O -2.11 -1.18 0.01
C -0.72 -2.80 -1.00
C 0.47 -1.99 -0.55
N 0.46 -0.62 -1.06
C 0.98 -0.48 -2.42
C 0.12 -1.18 -3.44
C 0.69 -2.02 -4.39
C -0.14 -2.70 -5.27
C -1.51 -2.51 -5.17
C -1.98 -1.64 -4.20
N -1.19 -0.98 -3.36
C -0.58 -3.95 -1.74
H -3.85 -4.73 -2.18
H 0.46 -1.92 0.54
H 1.40 -2.52 -0.84
H 1.02 -0.04 -0.43
H 1.02 0.59 -2.65
H 2.00 -0.88 -2.49
H 1.76 -2.16 -4.41
H 0.28 -3.37 -6.01
H -2.19 -3.03 -5.82
H -3.05 -1.46 -4.10
H 0.41 -4.30 -2.01
C -1.59 0.23 5.26
C -1.33 1.55 4.87
C -0.82 1.83 3.62
C -0.56 0.80 2.70
C -0.83 -0.51 3.09
C -1.34 -0.79 4.35
N -0.16 1.06 1.38
C 0.80 2.00 1.12
C 1.81 2.43 2.01
C 2.77 3.34 1.61
C 2.77 3.87 0.32
C 1.78 3.48 -0.58
C 0.80 2.57 -0.18
N -0.28 2.18 -0.95
N -0.37 2.65 -2.18
C -1.54 2.26 -2.75
C -1.82 2.58 -4.09
C -3.02 2.20 -4.64
C -3.95 1.51 -3.85
C -3.61 1.21 -2.55
N -2.43 1.55 -2.01
H -2.00 0.02 6.23
H -1.54 2.36 5.56
H -0.65 2.86 3.32
H -0.67 -1.31 2.38
H -1.56 -1.82 4.62
H 1.82 2.04 3.02
H 3.52 3.66 2.32
H 3.53 4.58 0.02
H 1.73 3.89 -1.58
H -1.07 3.12 -4.66
H -3.25 2.44 -5.67
H -4.91 1.21 -4.24
H -4.28 0.66 -1.90
C 5.04 0.95 3.15
C 4.86 -0.54 2.89
Sb 3.17 -1.02 1.63
C 3.48 -3.17 1.73
C 4.92 -3.65 1.64
C 4.24 -0.77 -0.24
C 4.12 0.63 -0.81
H 5.92 1.15 3.76
H 4.17 1.37 3.66
H 5.16 1.51 2.22
H 4.71 -1.08 3.83
H 5.75 -0.97 2.41
H 2.88 -3.59 0.92
H 3.01 -3.50 2.66
H 5.41 -3.28 0.74
H 4.97 -4.74 1.62
H 5.51 -3.31 2.49
H 3.84 -1.52 -0.94
H 5.29 -1.04 -0.06
H 3.08 0.91 -1.01
H 4.67 0.74 -1.75
H 4.50 1.39 -0.12
N -6.51 4.01 4.40
C -5.79 3.50 3.67
C -4.89 2.86 2.75
C -4.15 3.62 1.84
C -3.29 2.99 0.96
C -3.11 1.59 0.94
C -3.87 0.86 1.87
C -4.75 1.47 2.75
H -4.27 4.69 1.83
H -2.73 3.61 0.27
H -3.77 -0.22 1.91
H -5.31 0.88 3.46
```

Results
spin multiplicity = 3
total energy = -103625.3451 eV
energy above the lowest of the compared OMol25 structures with the same formula, charge and spin = 0.0 kcal/mol
Kohn-Sham gap (alpha / beta) = 5.7 / 6.1 eV
total charge = -1

---

Molecular formula: C43H43N6O6ReS4Si
Method: DFT, ωB97M-V/def2-TZVPD

Structure (XYZ):
```
104
Properties=species:S:1:pos:R:3
Re 0.11 0.26 -0.20
O -6.53 2.32 0.86
C -5.55 2.81 1.47
O -5.46 3.66 2.36
C -4.17 2.21 1.01
C -4.06 1.57 -0.22
C -2.84 1.06 -0.61
N -1.76 1.10 0.17
C -1.86 1.75 1.35
C -3.03 2.33 1.80
C -0.55 1.87 2.12
O -0.51 2.38 3.22
O 0.48 1.37 1.48
H -4.94 1.49 -0.85
H -2.72 0.60 -1.58
H -3.06 2.85 2.74
C 3.76 0.68 -3.98
C 3.18 -0.30 -5.01
C 4.25 -1.38 -5.27
C 2.90 0.48 -6.30
C 1.91 -0.98 -4.52
C 1.34 -2.00 -5.29
C 0.25 -2.72 -4.85
C -0.30 -2.41 -3.61
S -1.65 -3.14 -2.81
C -1.47 -2.02 -1.49
N -0.46 -1.18 -1.61
C 0.22 -1.38 -2.83
C 1.33 -0.66 -3.30
C -2.53 -1.94 -0.47
C -3.86 -1.99 -0.92
C -4.91 -1.73 -0.08
C -4.66 -1.40 1.25
C -3.35 -1.41 1.71
C -2.27 -1.70 0.88
H 4.69 1.09 -4.35
H 3.96 0.18 -3.03
H 3.07 1.51 -3.81
H 5.20 -0.92 -5.52
H 3.97 -2.05 -6.09
H 4.39 -1.99 -4.37
H 3.81 0.95 -6.66
H 2.17 1.27 -6.10
H 2.50 -0.16 -7.08
H 1.76 -2.26 -6.25
H -0.18 -3.51 -5.46
H 1.71 0.15 -2.71
H -4.05 -2.19 -1.97
H -5.93 -1.75 -0.45
H -5.47 -1.13 1.91
H -3.15 -1.15 2.75
S 4.60 5.17 -2.19
C 3.11 4.51 -2.48
S 2.36 3.41 -1.35
C 1.02 3.14 -2.49
N 1.17 3.84 -3.56
N 2.30 4.63 -3.56
C 2.42 5.50 -4.69
C 3.29 6.59 -4.73
C 3.28 7.43 -5.83
C 2.43 7.21 -6.90
C 1.58 6.12 -6.87
C 1.57 5.27 -5.78
S -0.28 2.10 -2.21
H 3.96 6.78 -3.91
H 3.96 8.28 -5.84
H 2.42 7.88 -7.75
H 0.90 5.92 -7.69
H 0.90 4.43 -5.74
C -1.36 -4.83 2.07
Si -0.70 -3.20 2.75
C -1.55 -2.76 4.38
C 1.16 -3.39 3.06
C -0.90 -1.80 1.47
H -1.29 -5.61 2.83
H -0.79 -5.16 1.20
H -2.41 -4.75 1.76
H -1.20 -3.41 5.19
H -2.63 -2.86 4.33
H -1.32 -1.73 4.67
H 1.36 -4.16 3.80
H 1.59 -2.46 3.43
H 1.69 -3.65 2.15
H -0.15 -1.99 0.69
H -0.63 -0.87 1.99
O 7.01 2.56 2.37
C 6.31 2.95 1.22
N 5.22 2.05 0.89
C 5.51 0.83 0.40
O 6.66 0.47 0.20
C 4.36 -0.10 0.11
C 4.68 -1.42 -0.22
C 3.63 -2.29 -0.46
C 2.33 -1.83 -0.40
N 2.00 -0.54 -0.15
C 3.04 0.29 0.13
H 7.44 1.72 2.18
H 6.97 2.98 0.36
H 5.90 3.94 1.41
H 4.29 2.26 1.23
H 5.71 -1.71 -0.27
H 3.82 -3.32 -0.71
H 1.51 -2.51 -0.58
H 2.75 1.31 0.34
```

Results
spin multiplicity = 2
total energy = -119868.8994 eV
energy above the lowest of the compared OMol25 structures with the same formula, charge and spin = 0.0 kcal/mol
Kohn-Sham gap (alpha / beta) = 6.5 / 5.9 eV
total charge = -1

---

> What is the energy above the lowest of the compared OMol25 structures with the same formula, charge and spin in the fifth record?

0.0 kcal/mol